# C21H31F5FeP2

C21H31F5FeP2 as an isolated structure (ωB97M-V/def2-TZVPD, the Open Molecules 2025 dataset).

Geometry as XYZ:
```
60
Properties=species:S:1:pos:R:3:mulliken_spin:R:1
P 0.17 -2.20 -1.98 0.003
P 0.39 1.73 -1.97 0.003
C -0.13 -0.82 -3.14 0.000
C 0.88 0.31 -3.02 0.001
H -1.18 -0.47 -3.06 0.000
H -0.04 -1.26 -4.14 0.000
H 1.87 0.00 -2.65 -0.002
H 1.06 0.72 -4.03 0.001
C -0.48 2.61 -3.35 0.000
H -0.80 3.63 -3.08 0.000
H -1.37 2.05 -3.67 0.000
H 0.19 2.69 -4.22 0.000
C 1.87 2.70 -1.61 0.000
H 2.04 3.46 -2.40 0.000
H 2.75 2.05 -1.56 -0.001
H 1.75 3.22 -0.65 0.000
C -0.68 -3.59 -2.80 0.000
H -0.61 -4.50 -2.18 0.000
H -0.17 -3.80 -3.75 0.000
H -1.73 -3.39 -3.00 0.000
C 1.90 -2.59 -2.32 -0.003
H 2.54 -1.70 -2.35 0.001
H 1.92 -3.07 -3.31 0.000
H 2.27 -3.30 -1.56 0.000
Fe 2.32 -0.59 2.39 3.882
C -0.91 1.64 -0.64 0.014
C -2.36 1.58 -0.90 0.007
C -3.08 0.32 -1.06 0.000
C -2.97 -0.86 0.01 0.002
C -2.07 -1.95 -0.26 0.013
C -0.65 -1.88 -0.46 -0.006
C 0.17 -0.67 0.28 0.024
C -0.44 0.71 0.48 0.029
C 2.10 -2.50 3.27 0.120
H -0.81 2.70 -0.31 0.000
H -2.95 2.49 -0.86 0.000
H -2.83 -0.12 -2.04 0.001
H -4.16 0.58 -1.11 0.000
H -2.81 -0.46 1.03 0.000
H -3.98 -1.32 0.02 0.000
H -2.47 -2.95 -0.12 -0.001
H -0.26 -2.78 0.08 0.005
H 1.20 -0.60 -0.14 0.001
H 0.33 -1.05 1.32 -0.086
H -1.30 0.60 1.14 -0.021
H 0.28 1.30 1.05 -0.009
H 2.84 -2.87 4.00 0.007
H 2.09 -3.16 2.40 0.023
H 1.11 -2.52 3.75 -0.002
F -0.62 -0.34 3.41 -0.007
C 0.14 0.64 3.99 -0.138
C 1.52 0.60 3.92 0.223
C 2.16 1.55 4.73 -0.122
F 3.50 1.53 4.91 0.000
C 1.44 2.59 5.38 0.011
F 2.12 3.49 6.12 0.002
C 0.07 2.70 5.24 0.006
F -0.60 3.80 5.64 0.000
C -0.60 1.66 4.61 0.018
F -1.94 1.65 4.53 0.002
```

Computed properties:
total charge = 0
spin multiplicity = 5
gap between HOMO and LUMO (spin up / spin down) = 3.71 / 3.66 eV
energy relative to the best compared isomer or geometry (same formula, charge and spin) = 123.59 kcal/mol

***

# C21H31F6N3O6PRhS6

C21H31F6N3O6PRhS6 as an isolated structure (ωB97M-V/def2-TZVPD, the Open Molecules 2025 dataset).

Geometry as XYZ:
```
75
Properties=species:S:1:pos:R:3:lowdin_charge:R:1
Rh 0.42 -0.66 -0.03 0.708
O -3.10 4.98 1.81 -0.114
C -2.40 4.09 1.39 -1.076
S -2.65 3.28 -0.15 0.919
C -1.30 2.14 -0.06 -1.167
C -0.53 2.23 1.06 -1.114
S 0.87 1.30 1.37 0.654
S -1.01 3.45 2.25 0.935
S -1.02 1.09 -1.36 0.639
C -2.75 -1.99 2.32 -0.062
C -1.44 -2.52 1.71 -0.595
C -0.89 -3.70 2.54 -0.061
O -0.54 -1.50 1.63 -0.371
H -3.51 -2.78 2.35 0.060
H -3.11 -1.19 1.68 0.065
H -2.58 -1.61 3.32 0.059
H -1.68 -2.92 0.71 0.093
H -0.72 -3.40 3.57 0.058
H 0.05 -4.03 2.10 0.069
H -1.60 -4.52 2.52 0.061
C -3.32 -1.64 -3.55 -0.033
N -2.03 -2.12 -3.12 -0.045
C -1.10 -2.58 -3.99 -0.040
C 0.11 -3.02 -3.55 -0.007
C 0.37 -2.92 -2.16 -0.380
N -0.52 -2.39 -1.32 0.114
C -1.74 -1.99 -1.75 -0.568
O -2.62 -1.56 -1.02 0.016
N 1.49 -3.47 -1.61 0.169
H -3.51 -1.98 -4.57 0.082
H -3.35 -0.55 -3.51 0.095
H -4.09 -2.02 -2.88 0.092
H -1.38 -2.59 -5.04 0.124
H 0.85 -3.39 -4.24 0.106
H 2.32 -3.42 -2.19 0.091
H 1.67 -3.12 -0.67 0.012
C 5.21 1.18 4.50 -0.100
C 4.47 1.65 3.26 -0.455
C 3.23 2.46 3.64 -0.072
O 4.13 0.58 2.38 -0.326
P 3.48 -0.85 2.77 -0.121
S 4.79 -2.05 3.66 0.170
S 2.74 -1.65 1.08 0.341
O 2.34 -0.34 3.80 -0.343
C 1.34 -1.22 4.30 -0.487
C 0.08 -0.39 4.53 -0.051
C 1.84 -1.87 5.59 -0.071
H 5.49 2.04 5.10 0.073
H 6.10 0.62 4.23 0.056
H 4.56 0.53 5.08 0.051
H 5.14 2.26 2.64 0.138
H 2.70 1.96 4.44 0.070
H 2.57 2.54 2.79 0.008
H 3.53 3.46 3.96 0.075
H 1.15 -1.98 3.54 0.096
H 0.32 0.52 5.08 0.077
H -0.64 -0.98 5.11 0.073
H -0.36 -0.13 3.57 0.038
H 1.98 -1.11 6.36 0.076
H 2.79 -2.36 5.40 0.006
H 1.12 -2.60 5.94 0.069
C 3.31 1.04 -1.28 -0.014
C 2.70 0.12 -2.36 -0.508
O 1.68 -0.65 -1.99 -0.240
C 3.85 -0.78 -2.93 -0.546
F 5.04 -0.15 -3.08 0.114
F 3.58 -1.29 -4.15 0.116
F 4.10 -1.84 -2.16 0.131
C 2.27 1.03 -3.56 -0.560
F 3.33 1.59 -4.22 0.108
F 1.56 0.39 -4.49 0.128
F 1.53 2.08 -3.17 0.120
H 3.63 0.42 -0.44 0.036
H 2.53 1.71 -0.92 0.056
H 4.14 1.61 -1.67 0.085
```

Computed properties:
total charge = -2
spin multiplicity = 1
gap between HOMO and LUMO = 5.64 eV
energy relative to the best compared isomer or geometry (same formula, charge and spin) = 36.32 kcal/mol

***

# C21H31N3O4

One molecule with the formula C21H31N3O4 (ωB97M-V/def2-TZVPD, the Open Molecules 2025 dataset).

Geometry as XYZ:
```
59
Properties=species:S:1:pos:R:3:lowdin_charge:R:1
C -0.27 -5.60 -0.60 -0.001
C 0.68 -4.64 0.08 -0.550
O 1.46 -4.95 0.96 0.053
N 0.62 -3.38 -0.41 0.057
C 1.32 -2.29 0.21 -0.074
C 0.49 -1.02 0.03 -0.384
O -0.54 -1.08 -0.62 0.046
N 0.95 0.12 0.58 0.047
C 2.23 0.19 1.25 -0.051
C 3.32 0.64 0.32 -0.258
C 4.19 1.69 0.37 -0.027
C 4.98 1.61 -0.80 -0.055
C 4.54 0.51 -1.47 -0.111
O 3.54 -0.08 -0.80 0.037
C 0.15 1.35 0.35 -0.290
C -1.24 1.03 0.96 -0.434
O -1.35 0.93 2.17 0.083
N -2.28 0.93 0.12 0.108
C -3.59 0.50 0.57 -0.279
C -3.82 -1.00 0.27 -0.119
C -5.01 -1.06 -0.69 -0.191
C -5.03 0.31 -1.36 -0.197
C -4.68 1.25 -0.21 -0.141
C 0.20 1.71 -1.14 -0.106
C -0.54 3.01 -1.48 -0.184
C -0.01 4.16 -0.63 -0.195
C -0.13 3.81 0.84 -0.169
C 0.68 2.55 1.16 -0.125
H -0.08 -6.61 -0.24 0.080
H -0.13 -5.57 -1.68 0.079
H -1.29 -5.33 -0.37 0.081
H -0.15 -3.09 -1.01 0.129
H 1.46 -2.53 1.27 0.134
H 2.30 -2.15 -0.26 0.131
H 2.17 0.88 2.09 0.132
H 2.47 -0.79 1.65 0.130
H 4.26 2.43 1.14 0.113
H 5.77 2.27 -1.09 0.101
H 4.85 0.07 -2.40 0.121
H -2.08 0.75 -0.85 0.129
H -3.62 0.71 1.64 0.144
H -2.92 -1.41 -0.20 0.097
H -4.01 -1.56 1.18 0.112
H -5.94 -1.21 -0.14 0.109
H -4.92 -1.88 -1.41 0.104
H -4.27 0.36 -2.14 0.108
H -5.99 0.54 -1.82 0.106
H -5.56 1.38 0.43 0.115
H -4.34 2.23 -0.54 0.108
H -0.19 0.89 -1.74 0.111
H 1.25 1.83 -1.40 0.130
H -1.61 2.90 -1.29 0.099
H -0.40 3.23 -2.54 0.114
H -0.57 5.07 -0.85 0.110
H 1.04 4.35 -0.88 0.115
H 0.24 4.63 1.46 0.115
H -1.18 3.64 1.10 0.120
H 0.59 2.33 2.22 0.120
H 1.72 2.74 0.90 0.108
```

Computed properties:
structure (SMILES) = CC(=O)NCC(=O)N(Cc1ccco1)C1(C(=O)NC2CCCC2)CCCCC1
total charge = 0
spin multiplicity = 1
gap between HOMO and LUMO = 9.62 eV
energy relative to the best compared isomer or geometry (same formula, charge and spin) = 18.06 kcal/mol

***

# C21H31N3O5S

One molecule with the formula C21H31N3O5S (ωB97M-V/def2-TZVPD, the Open Molecules 2025 dataset).

Geometry as XYZ:
```
61
Properties=species:S:1:pos:R:3:lowdin_charge:R:1
O 0.61 4.18 3.70 0.062
C 0.52 3.27 2.89 -0.472
N 1.01 3.34 1.63 0.078
C 1.79 4.44 1.13 -0.158
C 3.22 4.00 0.79 -0.125
C 3.19 2.80 -0.12 -0.252
C 2.77 2.93 -1.44 -0.047
C 2.68 1.82 -2.26 -0.084
C 3.01 0.57 -1.77 -0.098
C 3.45 0.43 -0.47 -0.096
C 3.53 1.54 0.35 -0.055
C -0.15 1.94 3.21 -0.202
C 0.92 0.84 3.19 -0.123
C 0.30 -0.55 3.18 -0.183
N -0.62 -0.69 2.07 -0.228
S 0.14 -0.66 0.58 0.651
O 0.36 0.67 0.08 -0.270
O 1.28 -1.53 0.67 -0.249
N -1.08 -1.33 -0.34 -0.221
C -0.93 -1.10 -1.76 -0.177
C -2.22 -1.50 -2.48 -0.048
C -2.54 -2.97 -2.20 -0.511
C -2.58 -3.21 -0.68 -0.048
C -1.28 -2.74 -0.04 -0.187
O -1.56 -3.83 -2.77 -0.045
C -2.12 -4.43 -3.91 -0.144
C -3.62 -4.45 -3.58 -0.147
O -3.78 -3.29 -2.80 -0.043
C -1.74 0.22 2.18 -0.183
C -1.31 1.69 2.23 -0.127
H 0.94 2.53 1.02 0.099
H 1.30 4.84 0.23 0.120
H 1.80 5.21 1.91 0.120
H 3.74 3.75 1.72 0.117
H 3.74 4.83 0.32 0.118
H 2.51 3.90 -1.82 0.112
H 2.35 1.93 -3.28 0.101
H 2.93 -0.30 -2.41 0.103
H 3.70 -0.55 -0.08 0.102
H 3.87 1.43 1.38 0.114
H -0.55 2.01 4.23 0.150
H 1.53 0.92 2.29 0.087
H 1.57 0.96 4.06 0.132
H -0.25 -0.76 4.10 0.133
H 1.07 -1.32 3.05 0.117
H -0.71 -0.04 -1.90 0.119
H -0.09 -1.70 -2.17 0.137
H -3.05 -0.90 -2.12 0.133
H -2.11 -1.35 -3.55 0.132
H -3.43 -2.66 -0.28 0.131
H -2.72 -4.27 -0.49 0.133
H -1.33 -2.82 1.05 0.120
H -0.44 -3.34 -0.41 0.132
H -1.68 -5.42 -4.04 0.128
H -1.93 -3.82 -4.81 0.126
H -4.27 -4.37 -4.46 0.127
H -3.88 -5.35 -3.01 0.126
H -2.29 -0.06 3.09 0.130
H -2.38 0.04 1.32 0.116
H -2.17 2.30 2.53 0.128
H -1.02 1.98 1.22 0.093
```

Computed properties:
structure (SMILES) = O=C(NCCc1ccccc1)C1CCN(S(=O)(=O)N2CCC3(CC2)OCCO3)CC1
total charge = 0
spin multiplicity = 1
gap between HOMO and LUMO = 9.50 eV
energy relative to the best compared isomer or geometry (same formula, charge and spin) = 32.28 kcal/mol

***

no.,energy (eV)
1,-88820.42425
2,-132655.74128
3,-34941.98885
4,-47823.80587